No. 1
Computed, not measured: C5H10N2 as an isolated structure in a non-equilibrium geometry, with ωB97M-V with the def2-TZVPD basis set.

Output
ΔE to the lowest compared entry with this formula, charge and spin = 2.6683 eV
Kohn-Sham gap = 7.94 eV
E_HOMO = -0.252 Ha

Geometry as ORCA input:
```
! wB97M-V def2-TZVPD RIJCOSX def2/J DEFGRID3
* xyz 0 1
C 0.34389 0.45568 0.41209
C -0.01797 1.09636 -0.95723
C 0.52720 1.24432 1.68707
C -0.72416 -0.53828 0.13931
C -0.62840 -0.27559 -1.20424
N -1.17854 -1.61408 0.87865
N -0.21101 -1.14771 -2.19429
H 1.35590 -0.18353 0.14197
H -1.14923 -2.50504 0.39984
H -0.79177 -1.68340 1.80857
H 0.22061 -0.66894 -2.97648
H 0.48394 -1.84519 -1.68658
H -0.74364 1.90590 -0.90076
H 0.82804 1.40449 -1.57670
H -0.38100 1.78875 1.94483
H 0.75210 0.57879 2.52015
H 1.31403 1.98747 1.56381
*
```


No. 2
Computed, not measured: one molecule with the formula C5H10N2 in a non-equilibrium geometry, with ωB97M-V with the def2-TZVPD basis set.

Output
ΔE to the lowest compared entry with this formula, charge and spin = 3.6820 eV
SMILES = C=C/C=N/N(C)C
Kohn-Sham gap = 8.75 eV
E_HOMO = -0.284 Ha

Geometry as ORCA input:
```
! wB97M-V def2-TZVPD RIJCOSX def2/J DEFGRID3
* xyz 0 1
C -1.33512 0.94308 2.88366
C -1.39200 1.28689 1.60895
C -0.88075 0.20704 0.71590
N -0.09193 0.53253 -0.18531
N 0.47831 -0.23927 -1.07801
C 0.67676 -1.66844 -0.91942
C 1.12658 0.30421 -2.17279
H -0.93154 0.07164 3.25655
H -1.48546 1.74581 3.53622
H -1.52656 2.26426 1.07965
H -1.13643 -0.79055 1.03248
H -0.05307 -2.10362 -0.24126
H 0.61487 -2.42477 -1.73520
H 1.61635 -1.79370 -0.51872
H 2.29536 0.06593 -2.11209
H 0.82678 0.25754 -3.24326
H 1.19785 1.34142 -1.90736
*
```


No. 3
Computed, not measured: one molecule with the formula C5H10N2 in a non-equilibrium geometry, with ωB97M-V with the def2-TZVPD basis set.

Output
ΔE to the lowest compared entry with this formula, charge and spin = 4.4001 eV
Kohn-Sham gap = 9.27 eV
E_HOMO = -0.304 Ha

Geometry as ORCA input:
```
! wB97M-V def2-TZVPD RIJCOSX def2/J DEFGRID3
* xyz 0 1
C -1.89127 -0.14980 0.28686
C -0.66506 -0.37821 -0.57569
N -0.42915 0.73456 -1.48294
C 0.85362 0.82391 -1.77852
C 0.51743 -0.56933 0.44566
C 1.91727 -0.12383 0.78568
N 0.76427 0.38206 1.53750
H -2.81470 -0.09524 -0.29577
H -1.76883 0.77939 0.85606
H -1.95872 -0.97008 1.00427
H -0.76622 -1.28611 -1.18738
H -0.94014 1.59243 -1.27763
H 1.19387 -0.23280 -1.87067
H 0.35958 -1.57513 0.80174
H 2.51820 -0.84014 1.36083
H 2.51037 0.58054 0.20448
H 0.59949 1.32779 1.18550
*
```


No. 4
Computed, not measured: C5H10N2 as an isolated structure in a non-equilibrium geometry, with ωB97M-V with the def2-TZVPD basis set.

Output
ΔE to the lowest compared entry with this formula, charge and spin = 2.4650 eV
Kohn-Sham gap = 10.02 eV
E_HOMO = -0.328 Ha

Geometry as ORCA input:
```
! wB97M-V def2-TZVPD RIJCOSX def2/J DEFGRID3
* xyz 0 1
C -1.80936 -0.08565 -0.17368
C -0.95241 1.19898 0.10081
C 0.39020 0.62219 -0.38347
C 1.94108 -0.67808 -0.14753
C 0.40490 -0.72223 0.22104
H -2.54084 -0.24944 0.62737
H -2.37359 0.00842 -1.12162
H -1.33470 2.03599 -0.47070
H -0.99456 1.52766 1.16913
H 0.29578 0.45861 -1.45334
H 1.98042 1.08212 0.86796
H 2.61295 -1.16485 0.54884
H 2.18153 -1.01478 -1.17186
H 0.43661 -0.57186 1.30678
H -1.21425 -1.98226 0.42573
N 1.84378 0.82304 -0.13201
N -0.86754 -1.28784 -0.21345
*
```


No. 5
Computed, not measured: a 2-piece molecular cluster, C5H10N2 overall, with ωB97M-V with the def2-TZVPD basis set.

Output
ΔE to the lowest compared entry with this formula, charge and spin = 5.1596 eV
SMILES = C[C@H]1N[C@H]1C1=CN1.[H][H]
Kohn-Sham gap = 9.40 eV
E_HOMO = -0.300 Ha

Geometry as ORCA input:
```
! wB97M-V def2-TZVPD RIJCOSX def2/J DEFGRID3
* xyz 0 1
C -1.86101 -0.25724 0.26388
C -1.06747 -0.31986 -1.01882
N -0.60346 0.88439 -1.69263
C 0.39456 -0.02548 -1.10367
C 1.14712 0.44637 0.04822
C 2.15954 0.63828 0.80265
N 0.86728 1.25082 1.28407
H -2.86943 0.12027 0.05648
H -1.38200 0.38304 1.00979
H -1.96198 -1.25873 0.69514
H -1.42057 -1.06691 -1.72981
H -0.72306 1.68548 -1.07283
H 0.99101 -0.57135 -1.83144
H 3.16718 0.52358 1.16213
H 0.87800 2.24532 1.02115
H 0.93960 -2.64516 0.99260
H 1.34468 -2.03280 1.11311
*
```


No. 6
Computed, not measured: one molecule with the formula C5H10N2 in a non-equilibrium geometry, with ωB97M-V with the def2-TZVPD basis set.

Output
ΔE to the lowest compared entry with this formula, charge and spin = 2.6870 eV
SMILES = [H]/N=N\CCC(=C)C
Kohn-Sham gap = 9.42 eV
E_HOMO = -0.314 Ha

Geometry as ORCA input:
```
! wB97M-V def2-TZVPD RIJCOSX def2/J DEFGRID3
* xyz 0 1
H 2.11450 -2.04646 1.13953
N 1.17298 -1.75491 1.49799
N 0.85285 -0.60722 1.23102
C 1.61686 0.22369 0.31467
C 0.66106 0.35490 -0.86838
C -0.78412 0.41094 -0.18563
C -1.26455 1.55818 0.28691
C -1.66316 -0.75932 -0.50830
H 1.74094 1.19093 0.80593
H 2.58212 -0.22906 0.02793
H 0.72169 -0.52978 -1.50137
H 0.84853 1.27100 -1.41448
H -2.31754 1.69969 0.46229
H -0.63358 2.41108 0.47814
H -1.28174 -1.65153 -0.01240
H -1.68368 -0.95099 -1.58188
H -2.68314 -0.59115 -0.17198
*
```


No. 7
Computed, not measured: an isolated ion of composition C5H10N2 and charge +2 in a non-equilibrium geometry, with ωB97M-V with the def2-TZVPD basis set.

Output
ΔE to the lowest compared entry with this formula, charge and spin = 2.0639 eV
Kohn-Sham gap = 9.19 eV
E_HOMO = -0.757 Ha

Geometry as ORCA input:
```
! wB97M-V def2-TZVPD RIJCOSX def2/J DEFGRID3
* xyz 2 1
C 1.07805 -0.09036 -0.62469
C -0.33602 0.10925 -0.98997
C 3.50133 -0.02684 0.04636
C -2.63550 0.37907 -0.54232
C -1.19016 -0.28309 1.24382
N 2.23116 -0.07652 -0.32784
N -1.34416 0.00748 -0.13223
H -0.54970 0.39269 -2.00539
H 3.95990 0.99386 -0.10182
H 3.65896 -0.40058 1.07664
H 3.96531 -0.69061 -0.66642
H -3.24489 -0.67600 -0.54336
H -2.41511 0.76959 -1.51003
H -3.26178 0.89002 0.19196
H -1.96093 -0.98416 1.50745
H -1.19259 0.47825 2.03746
H -0.26388 -0.79204 1.34039
*
```


No. 8
Computed, not measured: an isolated ion of composition C5H10N2O and charge -1 in a non-equilibrium geometry, with ωB97M-V with the def2-TZVPD basis set.

Output
ΔE to the lowest compared entry with this formula, charge and spin = 0.7928 eV
Kohn-Sham gap (alpha / beta) = 4.05 / 7.58 eV
E_HOMO (alpha / beta) = 0.004 / -0.130 Ha

Geometry as ORCA input:
```
! wB97M-V def2-TZVPD RIJCOSX def2/J DEFGRID3
* xyz -1 2
O 2.69431 -0.57804 0.89997
C 1.63014 -0.12699 0.32633
C 0.56869 -1.06997 -0.20540
C -0.86127 -0.50625 -0.15471
C -0.96553 0.99429 -0.22239
C -0.89875 1.65983 -1.37395
N -1.21946 1.65336 0.98070
N 0.60103 -2.32384 0.55782
H 1.56784 0.92400 0.08947
H 0.85583 -1.35221 -1.24728
H -1.52661 -0.93129 -0.90760
H -1.21625 -0.83642 0.81700
H -0.74724 1.10286 -2.29655
H -0.99170 2.73476 -1.51121
H -0.87648 1.15606 1.78814
H -0.87502 2.60028 0.93465
H 1.17646 -3.02156 0.10597
H 1.08400 -2.07887 1.41904
*
```


No. 9
Computed, not measured: one molecule with the formula C5H10N2O in a non-equilibrium geometry, with ωB97M-V with the def2-TZVPD basis set.

Output
ΔE to the lowest compared entry with this formula, charge and spin = 4.4741 eV
SMILES = C=C/C(O)=C(\N)NC
Kohn-Sham gap = 8.29 eV
E_HOMO = -0.275 Ha

Geometry as ORCA input:
```
! wB97M-V def2-TZVPD RIJCOSX def2/J DEFGRID3
* xyz 0 1
C 2.99677 -0.54244 -0.00648
C 1.73473 -0.19565 0.29569
C 0.84157 0.59493 -0.75350
O 0.88113 1.96525 -0.70167
C -0.28828 -0.05356 -0.27359
N -0.62172 -1.37339 -0.56446
N -1.37623 0.76387 0.08027
C -2.68127 0.22010 0.39498
H 3.44654 -0.20177 -0.93356
H 3.65234 -1.09249 0.64802
H 1.43610 -0.56076 1.27539
H 1.08177 2.28124 0.19364
H -0.04809 -2.09718 -0.15860
H -0.86802 -1.52720 -1.53146
H -1.07342 1.54711 0.64256
H -2.67077 -0.40703 1.29502
H -3.37532 1.04790 0.53450
H -3.06784 -0.36893 -0.43676
*
```


No. 10
Computed, not measured: C5H10N2O as an isolated structure in a non-equilibrium geometry, with ωB97M-V with the def2-TZVPD basis set.

Output
ΔE to the lowest compared entry with this formula, charge and spin = 5.6842 eV
Kohn-Sham gap (alpha / beta) = 6.54 / 6.53 eV
E_HOMO (alpha / beta) = -0.265 / -0.265 Ha

Geometry as ORCA input:
```
! wB97M-V def2-TZVPD RIJCOSX def2/J DEFGRID3
* xyz 0 1
C 1.39127 -1.20726 0.69495
C 0.45459 0.63851 -1.64955
N 0.74313 -1.57718 -0.37206
C -0.63637 0.39310 0.85553
C -0.27403 -0.45297 -0.90079
C -0.18032 1.54860 1.35805
O -1.74827 -0.22908 1.34420
N -1.32256 -1.07368 -1.34994
H -2.09137 0.24802 2.11539
H 0.24593 -2.46299 -0.36883
H -2.10231 -0.43719 -1.50126
H 1.68286 -1.92776 1.45175
H 1.89011 -0.25247 0.69775
H 1.33072 0.98174 -1.10004
H -0.20448 1.49034 -1.80494
H 0.77555 0.24988 -2.61916
H -0.67371 2.06637 2.18141
H 0.71925 2.00403 0.96753
*
```


No. 11
Computed, not measured: one molecule with the formula C5H10N2O in a non-equilibrium geometry, with ωB97M-V with the def2-TZVPD basis set.

Output
ΔE to the lowest compared entry with this formula, charge and spin = 2.1792 eV
SMILES = C[C@@H]1CNC=C(O)N1
Kohn-Sham gap = 8.01 eV
E_HOMO = -0.266 Ha

Geometry as ORCA input:
```
! wB97M-V def2-TZVPD RIJCOSX def2/J DEFGRID3
* xyz 0 1
C 0.49952 1.54626 1.12272
C 0.31097 1.09003 -0.30588
C -1.43097 0.42922 -0.37207
N -1.38794 -0.59104 0.63505
C -0.49345 -1.58158 0.19352
C 0.72073 -1.29270 -0.32351
O 1.62629 -2.29713 -0.59616
N 1.13178 -0.01009 -0.66969
H 0.57642 0.69345 1.79435
H 1.39072 2.16687 1.19557
H -0.37812 2.09303 1.46859
H 0.44532 1.90409 -1.01800
H -1.72135 0.10433 -1.37874
H -1.95242 1.34606 -0.10774
H -2.28321 -0.95434 0.93281
H -0.74552 -2.61465 0.38174
H 2.19299 -2.05440 -1.33835
H 1.49823 0.02258 -1.61422
*
```


No. 12
Computed, not measured: C5H10N2O as an isolated structure in a non-equilibrium geometry, with ωB97M-V with the def2-TZVPD basis set.

Output
ΔE to the lowest compared entry with this formula, charge and spin = 4.0589 eV
Kohn-Sham gap = 7.56 eV
E_HOMO = -0.249 Ha

Geometry as ORCA input:
```
! wB97M-V def2-TZVPD RIJCOSX def2/J DEFGRID3
* xyz 0 1
C 1.31013 -0.38824 -0.53571
C -0.78141 1.92391 0.03906
C 0.67762 -0.11138 0.68420
N 0.91689 -0.91781 1.75970
C -0.78372 -0.72522 -0.59593
C -0.63702 0.52021 0.58141
O 1.55063 0.64264 -1.43812
N -1.29772 -1.84964 -0.24531
H 1.87693 0.27179 -2.26604
H 2.03597 -1.19921 -0.55612
H 0.10703 -1.18351 2.30150
H 1.55043 -1.68809 1.60224
H -1.90603 -2.25614 -0.94655
H -0.89594 -0.20078 -1.54882
H -1.25991 0.31001 1.44901
H -1.82743 2.12376 -0.19250
H -0.43543 2.65440 0.77357
H -0.20103 2.07330 -0.86559
*
```


No. 13
Computed, not measured: a 2-piece molecular cluster, C5H10N2O overall in a non-equilibrium geometry, with ωB97M-V with the def2-TZVPD basis set.

Output
ΔE to the lowest compared entry with this formula, charge and spin = 4.0997 eV
SMILES = [H]/N=C/N=C.C=CCO
Kohn-Sham gap = 9.15 eV
E_HOMO = -0.327 Ha

Geometry as ORCA input:
```
! wB97M-V def2-TZVPD RIJCOSX def2/J DEFGRID3
* xyz 0 1
H 1.10983 -1.76165 -1.33682
N 1.34360 -0.80048 -1.11805
C 1.50776 -0.57059 0.15618
N 2.11661 0.58394 0.55458
C 1.69271 1.76757 0.55543
H 1.59290 -1.36588 0.89690
H 0.68441 2.03765 0.25295
H 2.42098 2.56174 0.68285
C -1.43510 -1.36471 1.01854
C -1.06082 -0.14785 0.63706
C -1.50995 0.42591 -0.86612
O -0.50992 0.87734 -1.64943
H -1.59368 -2.15421 0.29536
H -1.52843 -1.64889 2.05775
H -0.98164 0.63038 1.38970
H -2.05922 -0.41276 -1.32204
H -2.20857 1.23011 -0.59277
H 0.41850 0.11237 -1.61208
*
```